[1]
ORCA calculation (ωB97M-V with the def2-TZVPD basis set) on a 2-piece molecular cluster, C5H14NO overall in a non-equilibrium geometry.

```
! RIJCOSX wB97M-V def2-TZVPD def2/J DEFGRID3
* xyz 1 1
C 0.139 0.202 1.618
C 0.374 1.396 0.690
C 0.153 1.106 -0.777
C -1.049 1.182 -1.355
C 1.439 0.909 -1.560
N -0.977 -0.648 1.106
H -0.109 0.637 2.580
H 0.981 -0.451 1.830
H -0.299 2.206 0.951
H 1.303 1.935 0.882
H -1.867 1.803 -1.031
H -1.092 0.889 -2.394
H 1.271 0.576 -2.580
H 1.973 0.093 -1.051
H 2.034 1.809 -1.420
H -0.639 -1.536 0.719
H -1.274 -0.212 0.208
H -1.825 -0.755 1.642
H -0.343 -4.054 -0.712
H 0.087 -3.747 0.724
O -0.279 -3.340 -0.070
*
```

Its highest occupied orbital energy is -13.5 eV. The value obtained for the gap between HOMO and LUMO is 10.4873 eV. The largest force on an atom comes out at 2.13 eV Å⁻¹. Its lowest unoccupied orbital energy is -3.0397 eV. Its total energy is -8942.5540 eV.

=====

[2]
ORCA calculation (ωB97M-V with the def2-TZVPD basis set) on an isolated ion of composition C6H10N and charge +1 in a non-equilibrium geometry.

```
! RIJCOSX wB97M-V def2-TZVPD def2/J DEFGRID3
* xyz 1 1
C 0.989 1.680 0.003
C 0.195 0.695 -0.212
C -2.246 1.068 0.274
C 1.580 0.237 -0.566
C 2.365 -0.708 0.396
C -1.663 -1.274 -0.239
N -1.433 0.179 -0.094
H 1.324 2.642 -0.027
H -3.265 0.928 0.496
H -1.863 2.085 0.426
H 1.730 0.023 -1.587
H 2.164 -0.564 1.435
H 3.424 -0.560 0.382
H 2.053 -1.733 0.136
H -0.640 -1.730 -0.312
H -2.424 -1.276 -1.098
H -2.289 -1.693 0.588
*
```

The SMILES is C=[N+](C)C1=C[C@H]1C. Its highest occupied orbital energy is -14.4 eV. The value obtained for the gap between HOMO and LUMO is 9.6148 eV. The largest force on an atom comes out at 3.81 eV Å⁻¹. Its lowest unoccupied orbital energy is -4.8233 eV. Its total energy is -7862.4973 eV.

=====

[3]
ORCA calculation (ωB97M-V with the def2-TZVPD basis set) on a 2-piece molecular cluster, C16H31N4O3 overall in a non-equilibrium geometry.

```
! RIJCOSX wB97M-V def2-TZVPD def2/J DEFGRID3
* xyz 1 1
C -1.603 0.389 2.700
C -1.564 -1.138 2.649
N -1.039 -1.630 1.379
C -0.825 -3.082 1.376
C 0.491 -3.389 2.089
C 0.813 -4.850 2.204
C 2.097 -5.337 2.016
C 2.333 -6.709 2.166
N 1.400 -7.582 2.487
N 0.196 -7.078 2.638
C -0.162 -5.804 2.518
C -1.821 -1.238 0.236
C -3.320 -1.149 0.301
O -1.255 -0.985 -0.783
H -2.308 0.808 1.989
H -1.893 0.689 3.703
H -0.599 0.757 2.507
H -2.579 -1.501 2.856
H -0.943 -1.457 3.482
H -1.688 -3.576 1.838
H -0.727 -3.368 0.330
H 0.417 -3.006 3.110
H 1.311 -2.856 1.619
H 2.908 -4.674 1.756
H 3.330 -7.098 2.027
H -0.523 -7.751 2.886
H -1.197 -5.545 2.671
H -3.754 -1.542 1.215
H -3.635 -0.118 0.170
H -3.747 -1.709 -0.527
C 0.420 1.520 -0.757
O 1.646 2.172 -1.031
C 2.118 2.028 -2.364
C 1.904 3.275 -3.200
N 0.498 3.498 -3.507
C 0.162 4.828 -4.017
C 0.572 6.072 -3.233
O -0.144 6.301 -2.034
C 0.227 5.492 -0.938
H 0.323 1.450 0.327
H -0.440 2.086 -1.132
H 0.397 0.517 -1.173
H 1.677 1.146 -2.842
H 3.196 1.861 -2.289
H 2.458 3.163 -4.137
H 2.351 4.110 -2.647
H -0.058 3.318 -2.684
H -0.925 4.857 -4.124
H 0.578 4.916 -5.026
H 0.339 6.930 -3.869
H 1.652 6.116 -3.047
H 1.307 5.326 -0.897
H -0.297 4.532 -0.955
H -0.076 6.012 -0.030
*
```

Its highest occupied orbital energy is -9.8 eV. The value obtained for the gap between HOMO and LUMO is 4.5747 eV. The largest force on an atom comes out at 1.05 eV Å⁻¹. Its lowest unoccupied orbital energy is -5.2467 eV. Its total energy is -29188.4699 eV.

=====

[4]
ORCA calculation (ωB97M-V with the def2-TZVPD basis set) on C45H37Cl5HgOP2Si as an isolated structure.

```
! RIJCOSX wB97M-V def2-TZVPD def2/J DEFGRID3
* xyz -1 2
Hg 0.828 -0.462 -0.903
Cl 5.216 2.404 5.204
C 3.941 1.591 4.362
C 4.208 0.836 3.218
Cl 5.847 0.654 2.693
C 3.185 0.246 2.501
Cl 3.525 -0.695 1.092
C 1.803 0.388 2.853
O 0.863 -0.056 2.147
C 1.593 1.107 4.073
Cl -0.051 1.239 4.610
C 2.618 1.703 4.784
Cl 2.260 2.631 6.203
C -2.404 2.307 1.109
C -2.411 0.838 1.565
P -2.472 -0.371 0.175
C -4.179 -0.078 -0.448
C -4.355 0.093 -1.817
C -5.612 0.356 -2.350
C -6.710 0.450 -1.511
C -6.549 0.280 -0.140
C -5.295 0.018 0.385
C -2.683 -1.903 1.159
C -3.702 -2.822 0.910
C -3.792 -3.993 1.649
C -2.862 -4.263 2.643
C -1.832 -3.365 2.880
C -1.735 -2.193 2.142
C -1.024 2.945 1.269
P 0.198 2.204 0.098
C -0.165 3.218 -1.385
C 0.282 4.526 -1.563
C -0.093 5.251 -2.684
C -0.927 4.680 -3.637
C -1.376 3.378 -3.471
C -0.987 2.650 -2.355
C 1.790 2.899 0.647
C 2.913 2.638 -0.142
C 4.170 3.068 0.254
C 4.326 3.767 1.444
C 3.219 4.033 2.234
C 1.959 3.601 1.839
H -3.119 2.873 1.711
H -2.749 2.408 0.074
H -3.234 0.640 2.254
H -1.482 0.616 2.100
H -3.493 0.018 -2.471
H -5.730 0.488 -3.419
H -7.691 0.657 -1.921
H -7.407 0.350 0.519
H -5.178 -0.127 1.452
H -4.428 -2.629 0.132
H -4.586 -4.698 1.438
H -2.933 -5.177 3.220
H -1.088 -3.575 3.639
H -0.904 -1.515 2.320
H -0.673 2.735 2.280
H -1.057 4.031 1.132
H 0.935 4.973 -0.822
H 0.266 6.265 -2.815
H -1.220 5.248 -4.512
H -2.019 2.925 -4.215
H -1.310 1.621 -2.231
H 2.798 2.074 -1.061
H 5.033 2.839 -0.359
H 5.310 4.083 1.766
H 3.334 4.560 3.173
H 1.113 3.808 2.481
C -3.108 -4.988 -2.052
C -2.336 -5.639 -1.100
C -1.191 -5.034 -0.602
C -0.786 -3.769 -1.039
C -1.581 -3.133 -1.996
C -2.728 -3.732 -2.501
Si 0.774 -2.954 -0.343
C 2.251 -3.794 -1.163
C 3.450 -3.975 -0.467
C 4.564 -4.531 -1.080
C 4.505 -4.921 -2.411
C 3.324 -4.751 -3.121
C 2.214 -4.192 -2.502
H -4.007 -5.455 -2.437
H -2.631 -6.617 -0.739
H -0.599 -5.553 0.144
H -1.299 -2.145 -2.347
H -3.329 -3.213 -3.239
H 0.880 -3.346 1.089
H 3.510 -3.676 0.574
H 5.482 -4.659 -0.517
H 5.373 -5.355 -2.891
H 3.268 -5.055 -4.160
H 1.297 -4.071 -3.069
*
```

Its highest occupied orbital energy (spin up / spin down) is -2.7 / -4.7 eV. The value obtained for the gap between HOMO and LUMO (spin up / spin down) is 5.1186 / 6.9120 eV. The largest force on an atom comes out at 0.12 eV Å⁻¹. Its lowest unoccupied orbital energy (spin up / spin down) is 2.3690 / 2.2024 eV. Its total energy is -142558.5026 eV. Its expectation value of S² is 0.7578.